1.
92
Properties=species:S:1:pos:R:3:mulliken_charge:R:1 method="wB97M-V/def2-TZVPD" lumo_ha=-0.0275 homo_energy_ev=-6.2 orbital_gap_ev=5.489 fmax_ev_per_a=1.2
Hf 0.19 0.15 0.09 -0.18
C 0.91 4.48 -0.68 -1.49
C 2.19 3.70 -0.35 0.68
C 2.57 3.83 1.13 -1.48
P 2.05 1.91 -0.74 1.03
C 3.79 1.28 -0.68 0.71
C 3.90 -0.06 -1.43 -1.27
C 4.83 2.26 -1.21 -1.61
C 1.61 1.79 -2.50 -0.28
C 2.10 2.71 -3.43 -0.41
C 1.88 2.56 -4.78 -1.05
C 1.18 1.44 -5.22 -1.07
C 0.68 0.52 -4.31 0.00
C 0.84 0.68 -2.92 0.06
N 0.32 -0.24 -2.01 0.92
C -0.81 -1.04 -2.39 -0.76
C -1.84 -0.57 -3.20 -0.22
C -2.92 -1.38 -3.51 -1.13
C -3.01 -2.67 -3.01 -0.95
C -2.00 -3.15 -2.19 -0.73
C -0.91 -2.35 -1.87 -0.39
P 0.46 -2.75 -0.76 2.81
C 1.61 -3.54 -1.99 0.30
C 1.94 -2.67 -3.20 -1.56
C 2.89 -4.02 -1.29 -1.58
C 0.09 -4.19 0.35 0.23
C -0.89 -3.83 1.47 -1.23
C -0.30 -5.53 -0.27 -1.84
H 1.06 5.53 -0.42 0.54
H 0.06 4.10 -0.12 0.07
H 0.66 4.42 -1.73 0.29
H 3.01 4.09 -0.95 0.75
H 1.75 3.49 1.77 0.01
H 2.78 4.87 1.38 0.50
H 3.46 3.24 1.38 0.36
H 3.98 1.09 0.38 0.68
H 3.79 0.10 -2.50 0.27
H 3.15 -0.77 -1.09 -0.33
H 4.89 -0.49 -1.24 0.68
H 4.61 2.55 -2.24 0.29
H 5.81 1.76 -1.22 0.49
H 4.92 3.15 -0.60 0.37
H 2.66 3.56 -3.07 0.45
H 2.26 3.29 -5.48 0.46
H 1.03 1.28 -6.28 0.42
H 0.15 -0.34 -4.68 0.49
H -1.80 0.44 -3.57 0.63
H -3.71 -0.98 -4.14 0.42
H -3.87 -3.29 -3.25 0.44
H -2.07 -4.15 -1.78 0.21
H 1.05 -4.40 -2.37 0.58
H 2.49 -1.77 -2.92 0.03
H 1.05 -2.36 -3.74 0.20
H 2.57 -3.24 -3.89 0.66
H 3.36 -3.21 -0.73 0.21
H 3.61 -4.37 -2.04 0.50
H 2.70 -4.84 -0.60 0.31
H 1.07 -4.30 0.82 0.39
H -1.90 -3.67 1.08 0.23
H -0.60 -2.92 2.00 0.04
H -0.92 -4.65 2.20 0.57
H -1.36 -5.57 -0.50 0.41
H -0.10 -6.33 0.45 0.47
H 0.26 -5.77 -1.18 0.30
O -1.90 2.93 3.08 -0.56
C -0.98 2.19 2.49 -0.22
O -0.51 2.43 1.40 0.06
C -0.45 1.04 3.25 0.31
C -0.60 0.82 4.60 -0.78
C 0.13 -0.22 5.18 -0.58
C 1.01 -0.94 4.40 -1.00
C 1.08 -0.64 3.05 0.59
N 0.33 0.29 2.48 0.40
C 2.04 -1.29 2.08 -0.08
O 2.76 -2.19 2.43 -0.74
O 1.96 -0.75 0.90 0.18
H -2.16 3.62 2.45 0.40
H -1.27 1.45 5.17 0.58
H 0.03 -0.43 6.23 0.46
H 1.65 -1.71 4.80 0.58
C -4.75 -0.31 0.44 -2.01
C -3.35 0.20 0.11 0.59
S -2.05 -0.76 0.82 -0.35
C -3.13 1.27 -0.67 1.00
C -4.26 2.05 -1.29 -1.72
S -1.54 1.88 -1.08 -0.28
H -4.70 -1.11 1.17 0.47
H -5.24 -0.71 -0.45 0.36
H -5.38 0.48 0.85 0.40
H -5.23 1.60 -1.10 0.51
H -4.12 2.11 -2.37 0.30
H -4.27 3.07 -0.91 0.26


2.
16
Properties=species:S:1:pos:R:3:mulliken_charge:R:1 method="wB97M-V/def2-TZVPD" lumo_ha=0.0325 homo_energy_ev=-8.3 orbital_gap_ev=9.168 fmax_ev_per_a=1.9
C -0.90 -0.45 1.12 -1.35
C -1.12 0.62 0.10 0.77
C 1.61 1.10 -0.06 -0.13
H -1.84 -0.73 1.61 0.46
H -0.58 -1.32 0.55 0.37
H -0.11 -0.22 1.84 0.33
H 2.44 1.80 0.19 0.29
H 3.30 -1.22 -1.12 0.26
H 3.76 0.24 -0.41 0.25
H -3.70 -0.26 -1.33 0.28
H -2.64 -1.24 -0.57 0.21
N 1.80 -0.13 -0.38 -0.05
N 3.13 -0.57 -0.33 -0.63
N -2.09 0.70 -0.70 -0.38
N -3.05 -0.30 -0.52 -0.54
S -0.01 1.97 0.03 -0.17


Table of energy relative to the best compared isomer or geometry (same formula, charge and spin) (kJ/mol), in record order: 121.5, 220.7